[1]
Here is a cluster of 4 separate species, C7H18O4 in total in a non-equilibrium geometry from OMol25. Energies are from the ωB97M-V functional and the def2-TZVPD basis.

Geometry as XYZ:
```
29
Properties=species:S:1:pos:R:3:forces:R:3:nbo_charge:R:1
C 3.16614 0.06929 0.80387 1.4312 0.8948 0.3317 -0.5034
C 2.09752 -0.67783 0.60613 0.6111 0.6978 -1.3129 0.2790
O 1.94115 -1.30708 -0.57742 -0.4589 -1.6430 -2.6147 -0.7302
C 0.89635 -0.95192 1.39510 -2.8104 1.7010 0.3012 -0.2552
C -0.35763 -0.41907 1.17093 2.9479 0.0570 -0.6744 -0.1251
C -1.66822 -0.49750 1.81660 -1.4469 -1.5314 -0.1510 -0.4544
C -2.89028 -0.28177 0.83005 -1.1104 -0.1374 2.8294 -0.3752
C -2.93831 1.09622 0.22814 -1.6495 0.7116 0.0506 -0.6328
H 3.34987 0.63370 1.71034 -0.2958 -0.1405 0.0057 0.2170
H 3.97138 0.20093 0.03219 -1.0318 -0.4194 0.6955 0.1999
H 2.66334 -1.40102 -1.24757 -0.3543 0.6910 1.5413 0.4950
H 1.10606 -1.54612 2.23717 -0.2200 -0.9499 1.0729 0.2123
H -0.47156 0.31559 0.38172 0.7228 -0.0760 -0.5348 0.1762
H -1.80178 0.36555 2.47721 0.3494 -0.4570 0.5740 0.2281
H -1.82472 -1.51678 2.27777 0.1388 1.3485 0.1902 0.2190
H -2.99459 -1.06739 0.11117 -0.1507 -0.6369 -0.2039 0.2172
H -3.75991 -0.24416 1.63803 1.3509 -0.9886 -2.0112 0.1937
H -3.23132 1.25950 -0.82385 0.3549 -0.6784 0.3573 0.2271
H -3.73337 1.60026 0.81446 0.7373 0.4315 -0.4501 0.2081
H -2.00358 1.55420 0.40695 0.9041 1.1045 -0.0079 0.2004
O 0.63318 2.86180 0.01406 4.0051 3.9671 7.8762 -0.8900
H 0.30803 3.38301 -0.59702 -2.3902 5.0070 -4.5851 0.4522
H 0.45216 2.11690 -0.33596 -1.5881 -8.9017 -3.3339 0.4414
O 0.36927 1.07218 -2.74583 -0.8347 0.9721 0.7673 -0.9295
H 0.88768 0.78296 -3.46257 0.7827 -0.2982 -1.7818 0.4612
H 0.75936 0.56420 -2.04949 0.0332 -0.6881 1.0459 0.4682
O -0.78714 -1.71238 -1.85320 1.0148 -1.3296 0.8331 -0.9457
H -0.36883 -2.40484 -2.41170 -0.5265 0.7236 0.3382 0.4635
H -0.39338 -1.93716 -0.96467 -0.5161 0.5685 -1.1487 0.4820
```
Forces are in eV/Å.

E_LUMO	0.35	eV
energy	-578.3402	hartree
M	166.2	u
SMILES	C=C(O)/C=C/CCC.O.O.O
energy relative to the best compared isomer or geometry (same formula, charge and spin)	283.7	kJ/mol

[2]
Here is a structure of composition C7H19B2HfNO3 in a non-equilibrium geometry from OMol25. Energies are from the ωB97M-V functional and the def2-TZVPD basis.

Geometry as XYZ:
```
33
Properties=species:S:1:pos:R:3:forces:R:3:nbo_charge:R:1
C -4.13382 0.34271 0.11778 0.6174 0.4404 0.5253 -0.5842
C -3.73336 -0.08211 1.58654 -1.2389 -0.5069 -0.9296 -0.1053
O -2.38574 -0.45456 1.77389 1.1157 0.4485 0.3246 -0.1418
C -1.32742 0.29223 1.57129 -1.9403 0.5279 1.9097 -0.0979
B -0.37518 -0.57035 0.23281 0.8968 -1.0884 -1.6663 0.8746
C -0.34903 -0.20037 -1.21238 -0.1519 0.7963 0.1960 -1.0028
C 0.58144 1.03661 -1.49824 0.1523 -0.0606 0.2927 -0.4259
C 1.97511 0.55557 -1.90477 0.4074 0.1226 -0.3088 0.1080
O 2.99638 1.41733 -1.97814 -0.1140 -0.1455 -0.0599 -0.4320
C 3.60751 1.89217 -0.78359 -0.3775 0.0703 0.0535 -0.2678
B 0.62114 -1.93996 0.81680 0.4236 -0.1672 0.9725 0.8448
N 1.99203 -1.66544 1.41885 -0.2252 -0.4713 -1.2783 -1.1051
O 0.10242 -3.13478 0.59924 -0.2793 1.0943 0.4922 -0.8214
H -3.68803 -0.37445 -0.56045 -0.1200 -0.2436 -0.2065 0.2367
H -3.82312 1.36045 -0.08840 0.0050 0.1328 -0.1636 0.2456
H -5.21644 0.29043 0.10555 -0.2290 -0.0684 -0.0370 0.3193
H -3.95669 0.77414 2.24106 0.2862 0.2629 0.1070 0.3281
H -4.31449 -0.95178 1.86452 0.1446 -0.1981 0.2313 0.2821
H -0.64089 0.20729 2.41950 0.4702 -0.4757 -0.2488 0.2998
H -1.52139 1.31964 1.24641 0.0459 0.0238 -0.6411 0.2853
H -1.34216 -0.10789 -1.66104 -0.1419 0.2403 -0.1671 0.3586
H 0.09716 -1.04479 -1.76128 -0.1288 -0.3903 -0.0023 0.3313
H 0.63170 1.75991 -0.68978 -0.0234 0.0800 0.1859 0.2399
H 0.20671 1.56897 -2.36947 -0.1704 0.0881 -0.1072 0.3183
H 1.90154 0.03563 -2.86162 0.0674 -0.2035 -0.0224 0.2478
H 2.26483 -0.30974 -1.06556 0.4732 -0.4623 0.1053 -0.1224
H 2.89632 2.00458 0.03018 -0.1474 0.0578 0.1265 0.1799
H 4.41092 1.19248 -0.50644 0.1392 -0.2363 0.0305 0.1689
H 4.06946 2.85106 -0.98376 0.1469 0.1208 -0.1192 0.2980
H 2.61217 -1.06897 0.85319 -1.1975 1.3983 0.5831 0.2706
H 1.91196 -1.15579 2.30029 0.5794 -0.2311 0.3715 0.4732
H 0.14791 -3.79960 1.31093 0.2304 -0.6119 -0.3213 0.5827
Hf 3.78106 -2.04059 -0.56388 0.2838 -0.3439 -0.2282 1.8133
```
Forces are in eV/Å.

E_LUMO	-19.04	eV
energy	-654.1540	hartree
M	365.3	u
total charge	+4

[3]
Here is a cluster of 2 separate species, C7H19BN in total in a non-equilibrium geometry from OMol25. Energies are from the ωB97M-V functional and the def2-TZVPD basis.

Geometry as XYZ:
```
28
Properties=species:S:1:pos:R:3:forces:R:3:nbo_charge:R:1
B -0.35384 0.27401 0.72433 0.4435 -1.9980 -1.9942 1.1332
C -0.81806 -0.25765 2.08160 0.1261 -0.2109 0.0430 -1.1616
C -0.71940 2.78608 1.08722 -0.0447 -0.2270 -0.1910 -0.5895
C 1.47059 1.93368 0.19666 -0.1926 -0.2376 -0.0189 -0.5824
C -1.18422 -2.32827 -0.80088 0.1615 0.2059 -0.0754 -0.6653
C 1.32204 -2.05945 -0.54745 -0.1382 0.1728 -0.1240 -0.6656
C -0.05922 1.71060 0.20620 -0.0398 0.2174 0.1451 -0.7197
C -0.00653 -1.38865 -0.77406 -0.5402 2.4632 2.1470 -0.0541
N 0.04716 -0.66538 -2.10955 0.0237 -0.1841 -0.0530 -0.7010
H -1.86811 0.00591 2.23167 -0.1547 0.1233 -0.0611 0.2924
H -0.28834 0.22207 2.90562 0.0743 0.1629 0.0510 0.2802
H -0.74047 -1.33234 2.21777 0.0312 -0.1093 -0.0673 0.2563
H -0.47913 3.77780 0.71114 0.0094 0.0877 -0.0098 0.2262
H -0.36674 2.71832 2.11191 0.0368 0.0104 0.1609 0.2135
H -1.80002 2.67352 1.08614 -0.1381 0.0747 0.0750 0.2160
H 1.98664 1.22003 -0.44327 0.1871 -0.0617 -0.0681 0.1892
H 1.69336 2.93744 -0.15571 0.0231 0.0640 -0.0325 0.2365
H 1.87237 1.83224 1.20101 0.1335 -0.0071 0.1087 0.2231
H -2.12342 -1.79131 -0.91311 -0.1738 -0.0147 -0.0327 0.2178
H -1.22979 -2.88896 0.12713 -0.0089 -0.0405 0.1038 0.2498
H -1.09280 -3.05173 -1.61571 -0.0330 -0.1561 -0.0740 0.2106
H 1.49584 -2.84809 -1.28442 0.0764 -0.1464 -0.0783 0.2102
H 1.33985 -2.51890 0.43491 -0.0066 -0.0656 0.1206 0.2500
H 2.14557 -1.35113 -0.59598 0.1678 0.0456 0.0086 0.2178
H -0.41482 1.88359 -0.81776 -0.0464 -0.2319 -0.0505 0.2208
H 0.74825 0.08345 -2.07689 -0.2124 -0.1761 -0.1016 0.4377
H -0.86913 -0.25492 -2.32000 0.2975 -0.0411 -0.0209 0.4364
H 0.29235 -1.32197 -2.86851 -0.0625 0.2801 0.0893 0.4218
```
Forces are in eV/Å.

E_LUMO	-3.16	eV
energy	-357.4310	hartree
M	128.0	u
total charge	+1
energy relative to the best compared isomer or geometry (same formula, charge and spin)	0.0	kJ/mol

[4]
Here is a structure of composition C7H19Cl3HgNO3 in a non-equilibrium geometry from OMol25. Energies are from the ωB97M-V functional and the def2-TZVPD basis.

Geometry as XYZ:
```
34
Properties=species:S:1:pos:R:3:forces:R:3:nbo_charge:R:1
Hg 1.54014 1.35779 0.83760 1.9531 -0.4032 2.2831 1.4652
Cl 1.54408 0.50339 3.38339 -0.1790 -0.0878 -0.6689 -0.8390
Cl 3.95907 0.40015 -0.06989 -0.6538 0.1802 -0.0513 -0.8671
Cl 2.30787 3.91451 2.06073 -0.3446 -0.2812 -0.5760 -0.8918
C -1.31853 3.16550 1.17685 0.2357 -2.5536 -0.9101 -0.2503
O -0.81083 1.73349 0.94580 -1.8223 1.9885 1.0793 -0.6266
C -1.64499 0.92111 0.12086 -0.1241 0.0541 0.2978 -0.2457
C -1.19239 -0.55873 0.23867 0.0161 2.0921 0.5622 -0.3445
N 0.28074 -0.60107 -0.04100 -1.1939 -0.8620 0.8349 -0.7053
C 0.94288 -1.82706 0.47530 -1.6936 -1.1113 -1.1670 -0.2528
C 0.31728 -3.11743 -0.19731 0.0710 0.7175 1.5454 -0.1343
O -1.07643 -3.37942 0.18866 1.4044 0.0732 -0.6614 -0.5743
C -1.54005 -4.54921 -0.45633 -0.0750 0.2841 0.4958 -0.3603
H -1.45301 3.58466 0.17970 0.3490 0.3434 0.0585 0.1747
H -0.60523 3.68299 1.81834 0.1996 -0.2320 -0.3403 0.2468
H -2.30637 3.12706 1.63598 -0.0085 -0.2701 0.2288 0.1581
H -1.71529 1.39074 -0.86027 0.6140 -0.4505 -0.6291 0.1299
H -2.69606 0.92809 0.40946 -0.2641 0.1589 0.6713 0.1555
H -1.83483 -1.16026 -0.40439 0.3820 -0.1057 -0.3662 0.1863
H -1.47491 -0.84913 1.25057 0.6395 -0.1502 0.1377 0.2064
H 0.19830 -0.60612 -1.04762 1.0986 -0.1450 -0.7870 0.3055
H 0.86439 -1.85944 1.56199 -0.2738 0.1575 -0.0073 0.2327
H 2.01193 -1.86087 0.26532 -0.0040 0.4434 -0.3196 0.2404
H 0.92534 -3.94789 0.16145 0.0393 -0.4106 -0.0149 0.1559
H 0.45712 -3.05090 -1.27625 -0.3911 0.0594 -0.1995 0.1597
H -0.83159 -5.36647 -0.32112 0.2378 -0.2115 -0.1514 0.1472
H -1.73126 -4.38953 -1.51748 0.0801 0.0199 -0.1866 0.1531
H -2.46712 -4.86044 0.02510 -0.1218 0.1641 0.0062 0.1734
C 1.74952 3.17564 -1.83114 1.3557 0.0933 0.4326 -0.3182
O 0.90148 2.33203 -1.07861 -0.3860 0.8586 -0.4108 -0.8865
H 1.13648 3.89360 -2.37593 0.3477 -0.2368 -0.5506 0.1653
H 2.47192 3.70965 -1.21383 -0.6157 0.2073 0.7193 0.2145
H 2.44638 2.49940 -2.32630 -0.2803 0.3201 -1.1661 0.1930
H 0.64403 1.66405 -1.71824 -0.5919 -0.7039 -0.1886 0.4328
```
Forces are in eV/Å.

E_LUMO (spin up / spin down)	4.95 / 5.17	eV
energy	-2092.5231	hartree
M	472.2	u
total charge	-2
spin multiplicity	2